# 1
Computed, not measured: C27H42BBr24F9NO8P as an isolated structure, with ωB97M-V with the def2-TZVPD basis set.

CARTESIAN COORDINATES (ANGSTROEM)
C: 0.32360 -4.55236 -0.14610
C: 1.45822 -4.01178 0.72830
C: 2.18600 -2.80404 0.10685
N: 1.77075 -1.48023 0.55703
C: 0.61734 -0.89628 -0.12053
O: -0.30635 -0.35253 0.77709
C: -1.09019 -1.32567 1.45589
B: -2.48831 -1.45011 0.71163
O: -3.13987 -0.29056 0.35685
O: -2.98565 -2.70658 0.49673
C: -4.33684 -2.80519 0.02147
C: -4.37533 -2.77861 -1.50039
C: 0.98883 0.24142 -1.15560
C: 0.86469 -0.44120 -2.55383
C: -0.54157 -0.70244 -3.10276
C: -0.48714 -1.96057 -3.99758
O: -1.56130 -0.91586 -2.11655
C: 2.43202 0.71037 -1.03391
C: 2.94031 1.39834 0.25822
C: 1.97987 1.55343 1.43307
O: 3.40928 2.72627 -0.10189
O: -0.00802 1.26600 -1.07673
C: 0.34936 2.58833 -1.31895
P: 0.94832 3.03753 -3.09526
O: 0.66586 4.64748 -3.22646
O: -0.04520 2.24231 -4.15325
C: -0.87530 3.39913 -0.83419
F: -0.53754 4.70199 -0.69930
F: -1.20504 2.96400 0.41525
C: -2.15140 3.31675 -1.72804
F: -2.10665 4.32828 -2.63414
F: -2.24470 2.15905 -2.39386
C: -3.45658 3.46196 -0.88743
F: -3.67348 2.31545 -0.23340
F: -3.31166 4.48272 -0.02030
C: -4.73937 3.71273 -1.73984
F: -5.79203 3.65488 -0.90946
F: -4.74368 4.91314 -2.30415
F: -4.89896 2.76599 -2.65605
H: -0.10054 -5.46565 0.27321
H: 0.70327 -4.79256 -1.14246
H: -0.49343 -3.83747 -0.26730
H: 2.18301 -4.82558 0.81325
H: 1.11542 -3.81212 1.74561
H: 3.25461 -2.91686 0.30549
H: 2.06672 -2.87523 -0.97649
H: 1.63389 -1.45058 1.55770
H: 0.12669 -1.70063 -0.67892
H: -1.29745 -0.93909 2.46275
H: -0.59447 -2.28995 1.59981
H: -3.16368 -0.14701 -0.59738
H: -4.95788 -2.02228 0.45323
H: -4.72842 -3.77272 0.33779
H: -3.73679 -3.58011 -1.87785
H: -5.39678 -2.94408 -1.84423
H: -4.00075 -1.83927 -1.90972
H: 1.37754 -1.40420 -2.46405
H: 1.48476 0.14525 -3.23423
H: -0.90338 0.08381 -3.75867
H: 0.37055 -1.88092 -4.66382
H: -1.40476 -2.00918 -4.58480
H: -0.41093 -2.85723 -3.37589
H: -1.68458 -1.86506 -2.00333
H: 2.69521 1.36620 -1.86532
H: 3.03747 -0.18453 -1.18790
H: 3.81005 0.84467 0.61734
H: 0.94275 1.72898 1.15929
H: 2.03897 0.69944 2.10310
H: 2.30835 2.41933 2.01172
H: 4.36858 2.70467 -0.10776
H: 1.16163 2.97790 -0.69332
H: -0.11926 4.89046 -3.74309
H: -0.67839 2.82092 -4.60230
C: -8.34205 -1.88791 1.32243
Br: -7.11676 -0.46107 0.92204
Br: -9.18244 -2.56501 -0.27138
Br: -7.49017 -3.29400 2.32478
H: -9.12164 -1.47787 1.94751
C: -6.49584 6.03492 3.03523
Br: -5.08605 5.35162 1.92176
Br: -6.26064 7.90843 3.40801
Br: -8.22547 5.67212 2.27278
H: -6.44662 5.51298 3.98004
C: -1.25686 7.90716 -3.66992
Br: -1.59936 9.74591 -4.11451
Br: -2.46206 7.25000 -2.33186
Br: -1.29251 6.79545 -5.25343
H: -0.25599 7.85244 -3.26507
C: 5.11944 -5.68722 2.28717
Br: 4.44637 -7.36064 2.95190
Br: 5.18219 -5.65881 0.36226
Br: 4.12779 -4.19487 2.98583
H: 6.13730 -5.58934 2.63580
C: 8.67322 -5.78671 4.80665
Br: 7.98550 -7.46221 5.45272
Br: 8.79151 -5.76361 2.88298
Br: 7.64664 -4.29871 5.46032
H: 9.67828 -5.68196 5.18889
C: 8.35473 -1.41153 8.70213
Br: 8.00190 -3.07191 9.60727
Br: 9.94501 -1.51545 7.62315
Br: 6.83600 -0.83134 7.67178
H: 8.53163 -0.66271 9.46014
C: -1.89828 3.44807 3.54533
Br: -2.59401 4.36944 5.09099
Br: -0.04987 3.87542 3.23249
Br: -2.18032 1.54952 3.66541
H: -2.45675 3.79785 2.68764
C: 4.02428 -2.14609 -5.95700
Br: 3.34312 -3.81287 -5.27258
Br: 4.04825 -2.12432 -7.88052
Br: 3.05285 -0.65090 -5.23670
H: 5.04745 -2.05720 -5.62231

frontier orbital gap = 7.978 eV
HOMO energy = -8.23 eV

=====

# 2
Computed, not measured: a 3-piece molecular cluster, C27H42F13N3O4S overall, with ωB97M-V with the def2-TZVPD basis set.

CARTESIAN COORDINATES (ANGSTROEM)
O: -0.72335 0.04370 -3.93326
C: -1.46243 -0.87129 -3.66481
C: -2.18292 -1.63822 -4.84394
N: -2.23124 -0.85660 -6.10154
O: -3.34280 -1.31664 -6.79761
C: -1.04617 -1.05415 -6.90539
O: -1.15686 -1.64940 -7.94365
O: 0.18415 -0.54741 -6.55186
C: 1.11320 -1.67056 -6.58327
C: 2.33421 -1.37769 -5.62095
C: 3.09438 -2.68414 -5.23678
F: 4.42284 -2.49053 -5.62396
F: 2.63800 -3.72773 -6.01592
C: 3.14418 -3.00389 -3.69966
F: 4.32072 -3.63442 -3.37137
F: 3.17123 -1.83284 -2.97594
C: 1.87032 -3.82363 -3.16109
F: 1.70875 -3.38407 -1.87115
F: 0.81438 -3.40396 -3.92167
C: 2.10709 -5.37264 -3.12470
F: 2.84214 -5.84036 -4.17049
F: 2.87998 -5.61952 -2.02573
S: 0.57448 -6.45828 -2.98609
F: 1.04613 -7.00318 -1.51460
F: 1.40446 -7.67838 -3.68844
F: 0.04392 -6.03904 -4.45579
F: -0.29380 -5.33062 -2.22164
F: -0.69744 -7.45567 -2.87274
C: -1.69290 -1.21189 -2.18656
C: -1.07273 -0.37102 -1.17397
C: -1.23650 -0.68730 0.21080
C: -2.06069 -1.87667 0.54792
C: -2.66556 -2.71175 -0.43947
C: -2.48945 -2.37021 -1.84328
H: -1.79657 -2.68526 -4.96660
H: -3.24927 -1.74219 -4.50537
H: -3.44730 -2.27530 -6.64557
H: 1.51678 -1.87653 -7.59834
H: 0.52030 -2.55404 -6.23478
H: 3.05475 -0.68102 -6.12073
H: 1.90933 -0.81223 -4.76031
H: -0.47490 0.51152 -1.49221
H: -0.79003 -0.11844 1.05159
H: -2.19665 -2.14081 1.61891
H: -3.25877 -3.61982 -0.19781
H: -2.93336 -2.98462 -2.65623
C: -2.93807 4.62784 3.68907
C: -3.60588 3.26687 3.54503
N: -2.68964 2.15167 3.72546
C: -3.23829 0.87558 3.28870
C: -4.45752 0.33258 4.03633
C: -1.95597 2.12201 4.98165
C: -2.76306 2.11991 6.28239
H: -2.07206 4.71383 3.02962
H: -3.64385 5.41668 3.42153
H: -2.61402 4.81813 4.71505
H: -4.01958 3.21777 2.53304
H: -4.46029 3.21222 4.23388
H: -2.44565 0.11925 3.30435
H: -3.50750 0.96805 2.23043
H: -4.19288 -0.04470 5.02365
H: -4.88318 -0.50709 3.48004
H: -5.24424 1.08064 4.14534
H: -1.28533 2.98747 5.00367
H: -1.28048 1.26060 4.98581
H: -3.55787 2.86798 6.28200
H: -2.10152 2.35079 7.12163
H: -3.20343 1.14442 6.48633
C: 5.35325 2.80864 2.88585
C: 3.85450 2.68671 2.64566
N: 3.05922 2.87055 3.84905
C: 1.67195 2.45409 3.69500
C: 0.80396 3.21916 2.69398
C: 3.26271 4.11994 4.56677
C: 3.04232 5.42820 3.80249
H: 5.68026 2.13983 3.68446
H: 5.89687 2.53915 1.97810
H: 5.64418 3.82901 3.14607
H: 3.67240 1.67938 2.25823
H: 3.56154 3.38472 1.84883
H: 1.18144 2.47298 4.67366
H: 1.67083 1.39742 3.40319
H: 0.53352 4.20761 3.06524
H: -0.13138 2.67544 2.53009
H: 1.28954 3.32936 1.72245
H: 4.28624 4.12605 4.95476
H: 2.63629 4.12559 5.46396
H: 3.52567 5.42668 2.82383
H: 3.46752 6.25885 4.37227
H: 1.98348 5.64690 3.66713

frontier orbital gap = 7.521 eV
structure (SMILES) = O=C(CN(O)C(=O)OCCC(F)(F)C(F)(F)C(F)(F)C(F)(F)S(F)(F)(F)(F)F)c1ccccc1.CCN(CC)CC.CCN(CC)CC
HOMO energy = -8.12 eV

=====

# 3
Computed, not measured: C27H43AgGe2N5S2Te as an isolated structure, with ωB97M-V with the def2-TZVPD basis set.

CARTESIAN COORDINATES (ANGSTROEM)
Ag: -0.86302 1.12116 -0.05873
C: 0.56873 -3.53801 -0.32501
C: -0.23785 -2.26467 -0.09288
Ge: 0.87980 -0.73983 0.47510
C: 2.42262 -0.13608 -0.58340
C: 3.44077 -1.24542 -0.81733
C: 1.54928 -1.22572 2.24822
C: 1.11520 -0.45280 3.25570
Ge: -0.00443 0.94096 2.45916
C: -1.89743 0.79355 3.02539
C: -2.22654 1.12347 4.47669
C: 0.96735 2.66058 2.42317
C: 1.35983 3.25435 3.77134
C: 1.47465 -0.62910 4.67696
C: 2.24385 -1.71993 5.10111
C: 2.58128 -1.87536 6.43207
C: 2.15852 -0.94507 7.37456
C: 1.39803 0.13728 6.97164
C: 1.06144 0.28800 5.63457
H: -0.08947 -4.39160 -0.49939
H: 1.18813 -3.78435 0.53960
H: 1.22443 -3.44096 -1.18857
H: -0.92237 -2.41309 0.74707
H: -0.83788 -2.01713 -0.96797
H: 2.86893 0.66083 0.01791
H: 2.10777 0.30365 -1.52972
H: 3.76119 -1.70524 0.12002
H: 4.33395 -0.85601 -1.30851
H: 3.03344 -2.02624 -1.45747
H: 2.22849 -2.05967 2.40447
H: -2.14456 -0.25322 2.82369
H: -2.51127 1.39882 2.35689
H: -1.63553 0.53493 5.17710
H: -3.27592 0.91028 4.68707
H: -2.05938 2.17877 4.70597
H: 0.40753 3.38175 1.82612
H: 1.87266 2.42655 1.85358
H: 0.49125 3.49252 4.39176
H: 1.92168 4.17928 3.63588
H: 1.98949 2.57180 4.34220
H: 2.57915 -2.45743 4.38657
H: 3.17510 -2.72533 6.73951
H: 2.42250 -1.06784 8.41614
H: 1.06473 0.86834 7.69605
H: 0.47092 1.14766 5.34022
N: -3.17916 5.13113 0.23470
C: -2.84161 5.38059 1.54482
C: -2.08323 4.32061 1.93984
N: -1.94744 3.43289 0.90691
C: -2.61412 3.94496 -0.09980
C: -2.74375 3.22964 -1.35416
N: -2.24717 2.01675 -1.53409
C: -2.61210 1.63263 -2.79805
C: -3.33643 2.61982 -3.38525
N: -3.41602 3.62719 -2.45229
H: -3.74569 5.73079 -0.33999
H: -3.16580 6.26817 2.05610
H: -1.62824 4.14857 2.90074
H: -2.32785 0.68021 -3.20388
H: -3.78105 2.70151 -4.35894
H: -3.86515 4.51501 -2.59660
C: -1.56777 0.70812 -7.74641
Te: -0.58751 0.39415 -5.87778
C: -1.98096 -1.14027 -5.35783
H: -1.62710 -0.23993 -8.27291
H: -0.97233 1.40201 -8.33346
H: -2.56032 1.12279 -7.59646
H: -2.91668 -0.92292 -5.86685
H: -2.13374 -1.17491 -4.28271
H: -1.59718 -2.10559 -5.67643
S: 0.84300 -1.58233 -3.38175
C: 1.47028 -2.97842 -4.00461
N: 0.81255 -4.12498 -4.20400
C: 1.47973 -5.14632 -4.99392
C: 2.97287 -4.91510 -4.77162
S: 3.13529 -3.12670 -4.49741
H: -0.18495 -4.12440 -4.05727
H: 1.22068 -5.03874 -6.05204
H: 1.17682 -6.13685 -4.65691
H: 3.55942 -5.20489 -5.63936
H: 3.33563 -5.44962 -3.89490

frontier orbital gap = 7.358 eV
HOMO energy = -9.45 eV
total charge = +1
relative energy (zero: lowest compared OMol25 entry of this formula, charge and spin) = 25.7 kcal per mole

=====

# 4
Computed, not measured: C27H43AuN5OPS as an isolated structure, with ωB97M-V with the def2-TZVPD basis set.

CARTESIAN COORDINATES (ANGSTROEM)
Au: -0.02274 -1.94629 -0.25195
S: -3.37983 -2.75654 2.50317
C: -1.92268 -2.79087 3.39763
C: -0.83505 -2.53743 2.61795
C: -1.20606 -2.31846 1.26371
C: -2.55969 -2.38625 1.04746
C: -3.21525 -2.29306 -0.27749
C: -4.57793 -2.12060 -0.48183
C: -5.04365 -2.03564 -1.78440
C: -4.14947 -2.12791 -2.84387
C: -2.80494 -2.30031 -2.55039
N: -2.35787 -2.38332 -1.30215
H: -1.94299 -3.01069 4.45467
H: 0.18155 -2.51938 2.98452
H: -5.25357 -2.03540 0.36086
H: -6.10014 -1.88698 -1.97230
H: -4.48508 -2.07006 -3.87063
H: -2.04678 -2.39181 -3.32232
N: 0.72811 -0.46032 0.78816
P: 0.51485 1.07516 0.58359
N: 1.98852 1.86558 0.79105
C: 2.83010 2.04565 -0.41410
C: 3.64943 0.81321 -0.76983
C: 4.54785 0.42085 0.40005
C: 3.71233 0.24665 1.66635
C: 2.86923 1.49480 1.92901
N: -0.05875 1.60474 -0.87888
C: -0.47756 3.00091 -1.07524
C: 0.12216 3.61709 -2.34139
C: 0.12980 2.63002 -3.52959
C: -0.75894 1.42613 -3.23458
C: -0.23890 0.68232 -2.01427
N: -0.50247 1.92087 1.63432
C: -0.09029 2.20428 3.01975
C: -1.27414 2.68483 3.84363
C: -2.34242 1.59436 3.97657
C: -2.44776 0.77545 2.67964
C: -1.93865 1.58305 1.49540
H: 3.50191 2.88409 -0.19843
H: 2.19800 2.33826 -1.24686
H: 4.23932 1.01095 -1.66887
H: 2.95933 -0.00103 -0.99484
H: 5.28561 1.21745 0.56132
H: 5.10505 -0.49091 0.17308
H: 4.35345 0.06113 2.53243
H: 3.03647 -0.60163 1.54879
H: 3.53436 2.35019 2.09477
H: 2.28196 1.36728 2.82967
H: -0.17464 3.57237 -0.20299
H: -1.57098 3.05347 -1.11795
H: 1.13530 3.96405 -2.13476
H: -0.46554 4.50417 -2.58812
H: 1.14611 2.26699 -3.71043
H: -0.19065 3.12934 -4.44464
H: -0.76642 0.73091 -4.07575
H: -1.79253 1.74817 -3.07488
H: 0.71348 0.20818 -2.27637
H: -0.93311 -0.12292 -1.75588
H: 0.67798 2.97778 3.00364
H: 0.33496 1.31701 3.51039
H: -1.69195 3.57895 3.37282
H: -0.91408 2.98665 4.82878
H: -3.30373 2.05040 4.22415
H: -2.08496 0.93303 4.80862
H: -3.47623 0.46248 2.49897
H: -1.84191 -0.12515 2.75126
H: -2.51674 2.50880 1.40366
H: -2.08607 1.03231 0.56474
C: 1.67468 -4.62853 -1.14322
C: 1.74121 -3.52585 -2.18908
C: 3.08963 -2.82880 -2.15262
O: 0.68405 -2.59196 -2.04574
H: 2.46674 -5.36768 -1.29212
H: 0.70831 -5.13751 -1.19040
H: 1.79423 -4.20124 -0.14012
H: 1.62845 -3.99427 -3.17491
H: 3.25332 -2.40049 -1.15839
H: 3.12322 -2.02054 -2.88689
H: 3.90203 -3.53052 -2.36510

frontier orbital gap = 6.999 eV
HOMO energy = -7.31 eV
relative energy (zero: lowest compared OMol25 entry of this formula, charge and spin) = 0.4 kcal per mole

=====

# 5
Computed, not measured: a 6-piece molecular cluster, C27H43FN2O16 overall, with ωB97M-V with the def2-TZVPD basis set.

CARTESIAN COORDINATES (ANGSTROEM)
N: 3.35769 -0.15396 4.66489
C: 2.09411 0.37039 4.12504
C: 0.90924 -0.57222 4.34029
O: 0.37854 -0.85111 5.36068
N: 0.52679 -1.12126 3.11297
C: 1.55824 -0.80722 2.14012
C: 2.21767 0.49195 2.58898
C: 3.58716 0.83427 1.98298
C: 4.23007 -0.35114 1.27320
C: 5.60835 -0.05410 0.76612
F: 6.48513 0.11438 1.82097
H: 3.83249 0.59901 5.14613
H: 3.19641 -0.86822 5.36698
H: 1.78776 1.29886 4.59505
H: -0.43194 -0.99022 2.83128
H: 2.20211 -1.67838 2.14917
H: 1.27510 -0.75755 1.09715
H: 1.57715 1.29085 2.22281
H: 4.31006 1.17027 2.71876
H: 3.46117 1.64544 1.27606
H: 4.23025 -1.15636 1.99112
H: 3.60974 -0.65894 0.43368
H: 5.60225 0.88857 0.23090
H: 5.93088 -0.85609 0.11934
C: -2.10501 -3.02069 -0.82695
C: -0.89283 -2.68534 -1.65559
C: -0.27790 -3.85763 -2.37636
O: 1.10326 -3.46319 -2.46663
C: 1.35038 -2.62036 -1.43524
O: 2.43391 -2.26151 -1.09351
O: 0.20179 -2.24358 -0.83147
H: -2.88877 -3.46671 -1.43896
H: -1.84812 -3.71039 -0.01920
H: -2.49795 -2.12097 -0.36673
H: -1.12481 -1.87891 -2.34656
H: -0.69657 -4.01282 -3.36795
H: -0.33901 -4.79023 -1.81003
C: 1.91289 1.41662 -6.05616
C: 1.06403 1.24639 -4.82204
C: 1.51109 0.13779 -3.91439
O: 0.27339 -0.25454 -3.29009
C: -0.72683 0.05199 -4.15105
O: -1.85722 -0.31102 -4.02121
O: -0.27745 0.82335 -5.16311
H: 2.95040 1.60540 -5.78419
H: 1.86183 0.52711 -6.68594
H: 1.55283 2.25308 -6.65548
H: 0.98892 2.19021 -4.28431
H: 2.22812 0.46889 -3.17342
H: 1.91856 -0.72423 -4.44896
C: 3.15817 5.42422 0.75348
C: 3.69756 4.96199 -0.57723
C: 3.25882 5.79187 -1.76023
O: 3.28120 4.83244 -2.82804
C: 3.08726 3.61165 -2.27957
O: 2.86799 2.61788 -2.89895
O: 3.17408 3.66821 -0.93122
H: 3.45035 6.45512 0.95251
H: 2.07010 5.35067 0.77550
H: 3.53812 4.79502 1.55825
H: 4.78696 4.88133 -0.53623
H: 3.93278 6.61745 -1.97476
H: 2.24099 6.17523 -1.65808
C: -6.13601 2.08426 -2.14680
C: -5.39605 1.27969 -1.10740
C: -4.14281 0.60342 -1.61159
O: -4.05809 -0.54552 -0.75384
C: -5.31591 -0.84601 -0.34659
O: -5.61407 -1.84867 0.21763
O: -6.17526 0.15063 -0.67035
H: -5.49248 2.85593 -2.56918
H: -6.49411 1.43953 -2.94989
H: -7.01024 2.56418 -1.70711
H: -5.18388 1.89774 -0.23005
H: -3.25465 1.22235 -1.50932
H: -4.22115 0.26130 -2.64507
C: -4.80279 -2.10027 3.04828
C: -4.07472 -2.91436 4.09251
C: -2.83020 -3.60881 3.59397
O: -2.76097 -4.75942 4.44468
C: -4.02518 -5.04319 4.85324
O: -4.34556 -6.03840 5.41500
O: -4.87036 -4.03135 4.52538
H: -4.15019 -1.33630 2.62398
H: -5.16880 -2.73536 2.25002
H: -5.67122 -1.60949 3.48947
H: -3.85374 -2.30115 4.97125
H: -1.93169 -3.00361 3.69941
H: -2.91959 -3.94610 2.55776

frontier orbital gap = 9.511 eV
structure (SMILES) = N[C@@H]1C(=O)NC[C@@H]1CCCF.C[C@@H]1COC(=O)O1.C[C@@H]1COC(=O)O1.C[C@@H]1COC(=O)O1.C[C@@H]1COC(=O)O1.C[C@@H]1COC(=O)O1
HOMO energy = -9.51 eV
relative energy (zero: lowest compared OMol25 entry of this formula, charge and spin) = 18.1 kcal per mole

=====

no.,lowest unoccupied orbital energy (eV)
1,-0.26
2,-0.59
3,-2.09
4,-0.31
5,0.00